{"formula": "C6H12O", "method": "ωB97M-V/def2-TZVPD", "gap_ev": [4.1, 6.7], "multiplicity": 2, "e_homo_ev": [0.0, -2.7], "total_energy_ha": -310.9499, "s2": 0.767, "charge": -1, "e_lumo_ev": [4.111, 4.032], "relative_energy_kj_mol": 140.83, "species": ["C", "C", "C", "C", "C", "C", "H", "H", "H", "H", "H", "H", "H", "H", "H", "H", "H", "H", "O"], "coordinates": [[1.686, -0.732, 0.140], [0.696, 0.176, -0.501], [-0.553, 0.732, -0.118], [-0.839, 0.576, 1.292], [-1.122, 1.655, 2.087], [1.180, 0.856, -1.806], [1.395, -0.823, 1.188], [2.685, -0.278, 0.104], [1.717, -1.751, -0.295], [-0.776, 1.713, -0.541], [-0.585, -0.369, 1.773], [-0.876, 2.636, 1.685], [-1.306, 1.720, 3.160], [2.006, 0.336, -2.312], [1.631, 1.817, -1.531], [0.355, 1.075, -2.485], [-0.513, -2.680, -0.227], [-1.518, -1.689, -0.495], [-1.288, -2.606, -0.782]], "atomic_forces_ev_per_a": [[-1.1, 0.4, 0.5], [0.0, 1.1, -3.3], [1.4, -1.3, 2.5], [-0.3, 0.9, -0.1], [0.2, 0.7, 0.3], [0.5, -0.5, 0.9], [0.3, -0.3, 0.2], [0.1, -0.3, -0.1], [0.2, 0.2, 0.0], [-0.3, -0.2, -0.1], [-0.4, -0.2, -0.1], [-0.4, 0.1, -0.2], [0.0, -0.7, -0.1], [-0.4, -0.2, -0.2], [0.0, 0.4, 0.0], [0.1, -0.2, -0.2], [0.6, -0.5, 0.1], [-0.2, -0.3, -0.7], [-0.4, 1.0, 0.6]]}

---

{"formula": "C4H4LiO5Sm", "method": "ωB97M-V/def2-TZVPD", "gap_ev": [3.7, 3.9], "multiplicity": 7, "e_homo_ev": [-9.9, -9.9], "total_energy_ha": -1196.2813, "s2": 12.007, "charge": 1, "e_lumo_ev": [-6.201, -6.055], "relative_energy_kj_mol": 192.33, "species": ["O", "O", "C", "C", "O", "C", "H", "H", "H", "H", "O", "O", "C", "Li", "Sm"], "coordinates": [[0.138, 1.874, 1.821], [0.183, -0.111, 0.901], [0.290, -0.812, -0.366], [1.391, -1.853, -0.184], [2.552, -1.296, 0.292], [-0.376, 1.100, 1.028], [-0.692, -1.252, -0.589], [0.572, -0.098, -1.153], [1.502, -2.338, -1.181], [0.989, -2.644, 0.491], [-2.602, 1.067, 0.157], [-1.116, 2.269, -0.936], [-1.416, 1.500, 0.027], [2.228, 0.000, 1.482], [-3.641, 2.591, -1.788]], "atomic_forces_ev_per_a": [[-1.5, -0.8, -0.9], [-0.2, 0.5, 0.5], [-0.6, -0.3, -0.8], [0.3, -0.3, 0.2], [-0.6, 0.5, 0.2], [3.0, 0.5, 0.8], [0.2, 0.0, 0.0], [0.0, 0.0, 0.3], [0.0, 0.1, 0.2], [0.0, 0.2, -0.2], [-0.2, 0.5, -0.3], [-0.6, 0.1, 0.1], [-2.0, 0.5, -1.4], [0.1, -0.5, -0.3], [2.0, -1.1, 1.6]]}

---

{"formula": "C26H66O13S10", "method": "ωB97M-V/def2-TZVPD", "gap_ev": 8.7, "e_homo_ev": -8.4, "total_energy_ha": -5989.9530, "charge": 0, "e_lumo_ev": 0.349, "relative_energy_kj_mol": 49.76, "species": ["C", "C", "C", "S", "O", "O", "C", "H", "H", "H", "H", "H", "H", "H", "H", "C", "C", "C", "S", "O", "O", "C", "H", "H", "H", "H", "H", "H", "H", "H", "C", "C", "C", "S", "O", "O", "C", "H", "H", "H", "H", "H", "H", "H", "H", "C", "S", "O", "C", "H", "H", "H", "H", "H", "H", "C", "S", "O", "C", "H", "H", "H", "H", "H", "H", "C", "S", "O", "C", "H", "H", "H", "H", "H", "H", "C", "S", "O", "C", "H", "H", "H", "H", "H", "H", "C", "S", "O", "C", "H", "H", "H", "H", "H", "H", "C", "S", "O", "C", "H", "H", "H", "H", "H", "H", "C", "S", "O", "C", "H", "H", "H", "H", "H", "H"], "coordinates": [[3.092, -5.345, 0.395], [1.956, -5.558, 1.377], [0.582, -5.595, 0.599], [0.876, -4.600, -0.949], [0.177, -3.322, -0.849], [0.592, -5.367, -2.177], [2.654, -4.265, -0.598], [3.202, -6.313, -0.133], [4.019, -5.083, 0.829], [2.049, -4.688, 2.057], [2.159, -6.431, 1.983], [-0.132, -4.993, 1.121], [0.297, -6.611, 0.426], [2.726, -3.267, -0.168], [3.289, -4.253, -1.525], [3.841, 2.245, -0.766], [4.549, 0.987, -0.257], [4.049, 0.661, 1.149], [4.107, 2.195, 1.951], [5.488, 2.507, 2.290], [3.080, 2.374, 2.953], [3.686, 3.159, 0.422], [2.880, 1.926, -1.125], [4.370, 2.705, -1.618], [5.563, 1.292, -0.066], [4.406, 0.102, -0.894], [4.653, -0.061, 1.692], [3.016, 0.360, 1.190], [4.212, 4.147, 0.394], [2.591, 3.380, 0.531], [-0.058, -2.977, -4.650], [1.265, -2.168, -4.564], [0.986, -0.685, -4.912], [-0.748, -0.445, -4.719], [-1.298, -0.299, -6.055], [-1.104, 0.523, -3.715], [-1.116, -2.099, -4.050], [0.066, -3.841, -4.026], [-0.173, -3.287, -5.671], [2.082, -2.538, -5.200], [1.634, -2.254, -3.539], [1.202, -0.406, -5.975], [1.495, -0.001, -4.233], [-2.116, -2.432, -4.265], [-0.997, -1.945, -2.985], [-2.398, -1.004, 3.088], [-3.609, -1.479, 1.802], [-3.760, -0.333, 0.851], [-2.461, -2.742, 1.091], [-1.440, -0.986, 2.534], [-2.416, -1.787, 3.839], [-2.601, -0.019, 3.477], [-1.671, -2.224, 0.582], [-2.969, -3.432, 0.450], [-2.034, -3.369, 1.889], [1.269, -1.922, 3.513], [2.985, -2.420, 3.818], [3.670, -2.626, 2.466], [3.544, -0.819, 4.485], [1.108, -0.979, 2.946], [0.875, -1.825, 4.521], [0.707, -2.763, 3.112], [3.139, -0.729, 5.494], [3.072, 0.036, 3.925], [4.633, -0.735, 4.503], [-1.101, 1.489, -0.443], [0.488, 0.897, 0.065], [0.340, -0.161, 1.145], [0.667, -0.065, -1.421], [-1.657, 0.594, -0.794], [-0.910, 2.191, -1.270], [-1.391, 1.942, 0.465], [1.585, -0.576, -1.417], [0.517, 0.695, -2.217], [-0.204, -0.733, -1.415], [-5.818, -0.913, -1.550], [-4.080, -0.652, -2.061], [-3.321, -1.941, -1.878], [-4.273, -0.296, -3.863], [-6.296, 0.038, -1.545], [-5.770, -1.240, -0.457], [-6.309, -1.676, -2.165], [-3.291, 0.029, -4.260], [-5.010, 0.518, -4.066], [-4.602, -1.163, -4.386], [1.150, 5.606, -3.397], [0.892, 3.850, -3.610], [0.941, 3.262, -2.298], [-0.795, 3.864, -4.018], [0.535, 6.050, -2.615], [1.029, 6.158, -4.336], [2.198, 5.812, -3.092], [-0.967, 2.847, -4.279], [-1.076, 4.494, -4.820], [-1.276, 4.022, -3.108], [-0.271, 2.394, 3.202], [-0.427, 2.279, 5.010], [-1.142, 0.959, 5.233], [1.255, 1.679, 5.318], [0.006, 1.321, 2.955], [0.493, 3.139, 2.866], [-1.233, 2.794, 2.861], [1.305, 1.775, 6.398], [2.031, 2.323, 4.879], [1.200, 0.680, 4.955], [-4.951, 3.310, 1.440], [-3.638, 3.483, 2.631], [-2.548, 4.192, 1.901], [-4.309, 4.777, 3.753], [-5.812, 2.829, 2.018], [-4.499, 2.598, 0.753], [-5.177, 4.245, 0.918], [-4.453, 5.694, 3.140], [-3.579, 4.878, 4.556], [-5.235, 4.431, 4.260]], "atomic_forces_ev_per_a": [[-1.2, -1.1, -1.8], [-0.1, 1.4, 0.4], [2.2, 1.0, 0.2], [-0.5, 0.1, -0.8], [0.4, -0.8, 0.2], [0.9, 0.5, 1.7], [0.6, -0.5, -0.9], [0.3, 0.5, -0.1], [0.9, 0.3, 0.7], [-0.7, -0.4, -0.2], [-0.3, -0.4, 0.0], [-0.8, 0.0, 0.2], [-0.5, -0.4, -0.5], [-0.4, 0.0, 0.2], [-0.9, -0.2, 0.6], [0.5, -0.6, -0.4], [0.0, -0.2, 0.4], [-0.3, -0.6, -0.2], [0.9, 2.3, -0.7], [-0.6, -0.3, 0.0], [0.1, -0.3, -0.1], [-1.6, 1.2, 0.9], [-0.6, 0.3, -0.2], [-0.1, -0.2, 0.5], [0.9, -0.5, -0.6], [0.5, 0.4, 0.0], [0.1, -0.1, 0.0], [-0.5, -0.4, -0.1], [-0.1, -1.1, 0.2], [0.9, 0.0, 0.1], [1.6, 0.4, 0.4], [0.3, 0.2, 0.0], [0.9, 0.1, -0.4], [-1.4, -1.5, -0.8], [0.0, 0.1, 0.4], [0.1, 0.8, 0.1], [0.3, 0.8, -0.7], [0.0, -0.6, 0.1], [-0.7, 0.0, -0.5], [-0.4, -0.1, 0.1], [-0.1, 0.3, 0.0], [-0.1, -0.3, 1.0], [0.1, 0.0, -0.1], [-0.5, 0.3, -0.1], [0.0, -0.4, 0.3], [0.4, -0.2, -1.5], [0.5, -0.6, 0.5], [0.3, -0.1, 0.1], [-0.3, 0.0, 0.8], [-0.3, 0.1, 0.5], [0.0, 0.1, 0.2], [-0.3, 0.1, 0.3], [0.4, 0.3, -0.4], [-0.5, 0.0, -0.7], [-0.2, 0.5, 0.1], [0.0, 0.3, 0.6], [0.5, 0.3, -1.6], [-0.6, 0.3, 1.2], [-0.9, 0.9, -0.5], [0.4, -0.8, 0.1], [-0.2, 0.3, 0.3], [0.2, 0.0, -0.5], [0.2, -0.2, 0.1], [0.7, -0.9, 0.2], [-0.2, -0.3, -0.1], [0.5, -0.9, -0.8], [0.7, -1.1, 0.0], [-0.2, 0.7, -0.2], [-1.4, 1.4, -0.3], [-0.2, 0.8, 0.6], [-0.2, -0.1, 0.5], [-1.4, 0.7, 0.7], [1.2, -0.7, -0.2], [0.6, -0.7, 0.3], [0.5, -0.1, 0.0], [1.0, -1.5, 1.1], [0.3, 0.5, 0.3], [-0.7, 0.5, -0.6], [-0.1, 0.8, 0.3], [-0.5, 0.8, -0.3], [0.1, 0.3, -1.6], [0.0, 0.3, 0.1], [-0.7, -0.2, 0.5], [0.5, -0.5, 0.5], [-0.2, -0.9, -0.4], [1.0, 1.1, 0.1], [1.4, 1.5, -2.7], [0.3, -1.5, 3.0], [0.3, -0.8, -0.6], [-0.3, -0.3, 0.0], [-0.2, -0.3, 0.0], [-0.5, -0.5, -0.1], [-0.4, -0.9, -0.4], [-0.2, 0.8, -0.7], [-1.2, 0.7, 1.5], [0.5, -0.2, 0.4], [0.5, -1.3, -0.6], [-0.5, 0.9, 0.0], [-0.2, 2.3, 0.5], [-0.6, 1.4, -0.3], [-0.3, -0.7, 0.5], [0.3, -0.7, -0.3], [0.3, -0.6, 0.2], [-0.3, -0.5, 0.0], [0.2, -0.7, -0.2], [-0.9, -0.7, 1.0], [-0.1, 0.9, 0.5], [0.3, 0.0, -0.1], [-0.7, -0.5, -0.3], [0.9, 0.7, -1.1], [-0.3, -0.2, -0.2], [-0.1, -0.1, 0.3], [0.1, -0.6, 0.6], [0.2, 0.3, -0.3], [0.3, 0.2, -0.6]]}